Model a:
Entry from OMol25: a cluster of 2 separate species, C9H14 in total (ωB97M-V/def2-TZVPD).

Computed properties:
**LUMO**: 1.02 eV
**Orbital gap**: 9.99 eV
**E_HOMO**: -9.0 eV

Structure (ORCA input):
```
! RIJCOSX wB97M-V def2-TZVPD def2/J DEFGRID3
* xyz 0 1
C -2.508 0.131 3.192
C -1.563 0.597 2.151
C -1.389 -0.135 0.967
C -0.430 0.208 0.026
C 0.316 1.367 0.189
C 0.025 2.196 1.275
C -0.806 1.758 2.293
H -2.210 -0.434 4.069
H -3.283 -0.488 2.721
H -3.067 1.004 3.557
H -1.733 -1.166 0.971
H -0.355 -0.400 -0.866
H 1.145 1.630 -0.448
H 0.562 3.133 1.357
H -0.745 2.169 3.298
C 2.084 -1.309 -2.347
C 1.884 -1.492 -3.857
H 1.166 -1.543 -1.829
H 2.911 -1.971 -2.047
H 2.511 -0.397 -1.933
H 1.439 -2.486 -3.965
H 1.215 -0.819 -4.389
H 2.831 -1.554 -4.387
*
```

***

Model b:
Entry from OMol25: a cluster of 2 separate species, C9H14 in total (ωB97M-V/def2-TZVPD).

Computed properties:
**LUMO**: 1.03 eV
**Orbital gap**: 10.15 eV
**E_HOMO**: -9.1 eV

Structure (ORCA input):
```
! RIJCOSX wB97M-V def2-TZVPD def2/J DEFGRID3
* xyz 0 1
C 0.597 -2.921 1.435
C -0.091 -1.941 0.527
C 0.092 -1.983 -0.855
C -0.554 -1.065 -1.687
C -1.378 -0.105 -1.145
C -1.571 -0.056 0.229
C -0.925 -0.983 1.049
H 0.571 -3.917 0.924
H 0.072 -3.005 2.354
H 1.706 -2.657 1.663
H 0.727 -2.716 -1.238
H -0.362 -1.045 -2.729
H -1.831 0.633 -1.819
H -2.254 0.685 0.652
H -1.059 -0.908 2.100
C 0.554 3.024 -0.873
C 1.013 2.515 0.508
H 1.039 2.430 -1.700
H -0.516 2.819 -0.986
H 0.784 4.026 -0.987
H 0.774 1.449 0.612
H 2.116 2.624 0.621
H 0.497 3.097 1.344
*
```

***

Relative energies, in kcal/mol, with the most stable structure set to zero: model a 10.2; model b 0.0.